Run P
7
Properties=species:S:1:pos:R:3 method="wB97M-V/def2-TZVPD" total_charge=0 smiles="O=CI.O" orbital_gap_ev=9.9808
C -0.895 0.724 -1.364
O -1.447 0.534 -2.389
O 0.955 -0.873 1.223
I -1.880 0.508 0.529
H 0.302 0.897 -1.180
H 1.135 -0.447 2.037
H 1.831 -1.343 1.143

Run Q
7
Properties=species:S:1:pos:R:3 method="wB97M-V/def2-TZVPD" total_charge=0 orbital_gap_ev=8.7950
C 1.016 0.244 -0.664
O 0.281 -0.493 -1.250
O -0.451 0.305 1.768
I -2.030 -0.510 1.116
H 2.081 0.177 -0.730
H 0.604 0.818 0.152
H -1.500 -0.540 -0.393

Which of them is least stable? Easy: run Q.

Run P
16
Properties=species:S:1:pos:R:3 method="wB97M-V/def2-TZVPD" total_charge=0 orbital_gap_ev="8.4972 / 6.8430"
C 1.277 0.202 -0.297
C 2.152 0.862 0.739
C -2.022 1.020 -0.194
C -0.581 -1.359 -0.576
N 0.319 -0.733 0.213
O 1.329 0.461 -1.469
S -1.626 -2.556 0.216
Cl -0.751 1.989 0.405
H 2.282 0.487 1.735
H 3.182 1.040 0.369
H 1.705 1.798 0.827
H -2.124 1.201 -1.300
H -2.728 0.620 0.573
H -0.415 -1.085 -1.609
H 0.166 -0.881 1.276
H -2.168 -3.067 -0.910

Run Q
16
Properties=species:S:1:pos:R:3 method="wB97M-V/def2-TZVPD" total_charge=0 orbital_gap_ev="3.6861 / 2.6972"
C 1.024 -0.419 -0.616
C -0.120 -0.356 0.451
C 2.266 -0.968 -0.164
C -1.537 1.541 -0.416
N -1.449 0.173 -0.001
O -4.159 -0.107 -0.016
S -2.915 -0.710 0.486
Cl 3.412 -0.035 0.677
H 0.668 -1.027 -1.416
H 1.121 0.623 -0.836
H -0.407 -1.307 0.881
H 0.443 0.157 1.377
H 2.653 -1.952 -0.270
H -0.703 1.851 -0.991
H -2.572 1.605 -0.837
H -1.486 2.181 0.530

Which of them is least stable? Easy: run Q.

Run P
18
Properties=species:S:1:pos:R:3 method="wB97M-V/def2-TZVPD" total_charge=0 orbital_gap_ev=6.8118
O 2.166 1.336 -1.701
C 1.516 0.435 -1.257
O 2.005 -0.772 -1.105
C 0.147 0.623 -0.490
C 1.020 1.376 1.071
C 0.228 0.160 0.984
S -0.784 -2.014 -0.884
H 1.231 -1.343 -0.895
H -0.528 -0.132 -1.018
H -0.316 1.606 -0.614
H 2.082 1.445 0.897
H 0.405 2.218 1.354
H 0.782 -0.702 1.327
H -0.733 0.221 1.494
H -1.739 -2.451 -1.705
H -2.110 -0.904 0.189
H -2.781 -0.838 1.544
O -2.591 -0.265 0.808

Run Q
18
Properties=species:S:1:pos:R:3 method="wB97M-V/def2-TZVPD" total_charge=0 smiles="C[C@@H](O)SO.C=CO" orbital_gap_ev=8.7426
C -2.052 1.975 -0.070
C 1.610 -1.867 0.648
C -1.320 2.112 1.037
C 1.159 -0.626 -0.123
O -0.931 -2.181 -1.269
O -0.045 2.726 0.974
O 1.710 -0.286 -1.320
S -0.727 -0.909 -0.106
H -1.567 -1.622 -1.860
H -1.633 1.962 -1.107
H -3.003 1.390 0.026
H 1.899 -2.751 0.025
H 2.600 -1.611 1.131
H 0.843 -2.240 1.303
H -1.675 2.121 2.059
H 1.281 0.238 0.523
H 0.361 2.651 0.070
H 1.490 -1.083 -1.942

Which of them is least stable? Easy: run P.

Run P
10
Properties=species:S:1:pos:R:3 method="wB97M-V/def2-TZVPD" total_charge=0 orbital_gap_ev=10.3281
C 0.868 0.238 0.306
C 0.088 -1.037 -0.320
C -0.329 1.080 0.012
H -0.136 -2.006 0.197
H 0.319 -1.106 -1.483
H -2.368 -0.200 0.099
N -1.094 -0.059 -0.275
O -0.667 2.257 0.052
F 0.848 0.128 1.654
Cl 2.472 0.706 -0.241

Run Q
10
Properties=species:S:1:pos:R:3 method="wB97M-V/def2-TZVPD" total_charge=0 orbital_gap_ev=10.3811
C -0.874 0.823 0.309
C 0.578 0.808 -0.066
C 1.383 -0.240 0.199
H -2.070 -1.781 -0.673
H -1.356 1.681 0.760
H 1.103 1.667 -0.472
N -1.735 -0.079 0.021
O -1.278 -1.253 -0.588
F 1.131 -1.407 0.750
Cl 3.118 -0.218 -0.241

Which of them is least stable? Easy: run Q.

Run P
12
Properties=species:S:1:pos:R:3 method="wB97M-V/def2-TZVPD" total_charge=0 smiles="[H]/N=N/P(N)NN" orbital_gap_ev=8.6725
N -0.416 1.002 1.409
N -0.586 -0.161 0.923
N 0.816 1.567 -0.425
N -0.263 -2.052 -0.385
N 0.652 0.331 -0.919
P 0.848 -0.860 0.330
H -1.324 1.429 1.458
H 0.300 1.769 0.516
H 1.790 1.627 -0.365
H -0.772 -2.372 0.422
H 0.274 -2.736 -0.893
H -0.263 0.343 -1.439

Run Q
12
Properties=species:S:1:pos:R:3 method="wB97M-V/def2-TZVPD" total_charge=0 smiles="[H]/N=N/[H].N/N=P/N" orbital_gap_ev=8.3673
N -0.831 1.973 -0.224
N -1.507 0.699 -0.445
N 3.882 -0.539 0.359
N -3.035 -1.321 -0.248
N 2.719 -0.071 0.536
P -2.311 -0.176 0.674
H -0.793 2.382 0.628
H -0.098 2.030 -0.921
H 4.518 0.296 0.387
H -3.209 -1.309 -1.264
H -3.510 -2.092 0.160
H 2.015 -0.785 0.275

Which of them is least stable? Easy: run P.

Run P
23
Properties=species:S:1:pos:R:3 method="wB97M-V/def2-TZVPD" total_charge=0 orbital_gap_ev=9.2739
C -1.420 0.735 -0.544
C -2.707 0.725 -0.446
C -0.425 1.757 0.020
C -0.573 -0.433 -0.855
C 0.604 0.996 0.810
C -4.112 0.404 -0.663
C 0.209 -0.518 0.530
C 1.429 -1.311 0.297
N -4.676 -0.504 0.222
O -5.207 -1.519 -0.202
O -4.516 -0.298 1.403
O -3.689 1.542 -0.024
H -0.070 2.077 -0.943
H -0.940 2.620 0.603
H -0.985 -1.417 -1.192
H 0.333 -0.062 -1.499
H 1.614 1.257 0.354
H 0.654 1.285 1.866
H -4.575 0.328 -1.626
H -0.426 -1.030 1.369
H 2.104 -0.803 -0.456
H 1.116 -2.251 -0.025
H 2.243 -1.340 1.121

Run Q
23
Properties=species:S:1:pos:R:3 method="wB97M-V/def2-TZVPD" total_charge=0 smiles="CC(=O)[C@@]1(C)C=CC=CN(O)O1" orbital_gap_ev=8.5621
C -1.290 0.052 -1.642
C -1.188 0.213 -0.313
C -0.535 -0.807 -2.503
C -0.215 -0.513 0.560
C 0.303 -1.810 -2.157
C 1.176 0.136 0.524
C -0.649 -0.531 2.038
C 1.172 1.630 0.595
N 0.496 -2.330 -0.920
O 1.707 -2.931 -0.632
O -0.187 -1.928 0.184
O 2.194 -0.510 0.441
H -2.019 0.668 -2.152
H -1.870 0.879 0.193
H -0.670 -0.635 -3.561
H 0.869 -2.340 -2.907
H 0.204 -0.388 2.700
H -1.084 -1.505 2.242
H -1.391 0.235 2.240
H 2.176 1.986 0.813
H 0.467 1.995 1.335
H 0.866 2.005 -0.382
H 2.285 -2.258 -0.211

Which of them is least stable? Easy: run P.

Run P
5
Properties=species:S:1:pos:R:3 method="wB97M-V/def2-TZVPD" total_charge=0 smiles="N#N.N=O" orbital_gap_ev=9.4780
N 3.166 0.973 1.160
N 2.412 0.345 0.669
N 0.125 -0.696 0.464
O -0.239 -1.820 0.303
H 0.146 -0.280 -0.396

Run Q
5
Properties=species:S:1:pos:R:3 method="wB97M-V/def2-TZVPD" total_charge=0 orbital_gap_ev=8.3880
N 1.077 2.044 -1.256
N 0.592 1.031 -1.096
N -0.360 0.217 -0.907
O -0.871 -0.534 -1.733
H 0.017 -0.219 0.327

Which of them is least stable? Easy: run Q.

Run P
9
Properties=species:S:1:pos:R:3 method="wB97M-V/def2-TZVPD" total_charge=+1 orbital_gap_ev="8.5011 / 8.5199"
N 0.507 -1.339 0.023
N -0.295 1.397 0.322
F 2.991 0.950 -0.200
F 0.656 0.001 2.162
P 0.654 0.168 0.632
H 0.848 -1.886 0.832
H 0.922 -1.596 -0.891
H -0.997 1.776 0.957
H 0.081 1.898 -0.539

Run Q
9
Properties=species:S:1:pos:R:3 method="wB97M-V/def2-TZVPD" total_charge=+1 smiles="NP(=[NH2+])(F)F" orbital_gap_ev=12.8593
N 0.284 0.988 -0.979
N 0.051 -1.057 0.987
F 2.313 0.653 0.720
F 1.654 -1.237 -0.970
P 0.766 -0.222 -0.132
H 0.056 1.920 -0.501
H 0.455 1.146 -1.915
H 0.672 -1.373 1.723
H -0.791 -0.886 1.571

Which of them is least stable? Easy: run P.